Entry 1:
Below is C12H3F8IrNSSe as an isolated structure, with properties calculated with ωB97M-V/def2-TZVPD.

Geometry (Å):
Ir 1.68 -0.61 0.92
F -2.59 -2.51 -1.23
C -2.90 -2.76 0.05
F -2.49 -4.00 0.34
F -4.25 -2.76 0.14
C -2.31 -1.72 0.97
C -3.12 -0.89 1.72
C -2.55 0.09 2.52
C -1.18 0.25 2.49
N -0.39 -0.54 1.77
C -0.91 -1.56 1.04
S 0.28 -2.55 0.26
H -4.19 -1.02 1.68
H -3.17 0.73 3.13
H -0.69 1.03 3.05
F 1.54 -0.87 -2.32
C 1.89 0.38 -2.00
C 2.10 0.73 -0.67
C 2.49 2.04 -0.45
F 2.72 2.44 0.81
C 2.66 2.96 -1.46
F 3.03 4.22 -1.20
C 2.42 2.58 -2.77
F 2.57 3.45 -3.76
C 2.04 1.27 -3.05
F 1.82 0.89 -4.31
Se 3.50 -1.28 2.33

Calculated values
multiplicity = 6
HOMO-LUMO gap (alpha / beta) = 8.10 / 5.80 eV
HOMO level (alpha / beta) = -8.3837 / -8.9527 eV
expectation value of S² = 8.772
maximum force = 0.78 eV Å⁻¹

Entry 2:
Below is C12H40AlB4O6S3 as an isolated structure, with properties calculated with ωB97M-V/def2-TZVPD.

Geometry (Å):
Al 0.64 -0.05 -1.03
B 1.90 -1.43 -3.56
H 1.73 -0.46 -3.99
H 2.22 -2.15 -4.30
H 2.73 -1.36 -2.87
H 1.01 -1.72 -3.01
B 3.50 1.25 -1.94
H 2.99 1.08 -2.87
H 3.83 0.28 -1.60
H 4.43 1.78 -2.09
H 2.87 1.77 -1.23
B -2.12 -0.30 0.07
H -2.02 0.45 -0.70
H -3.17 -0.37 0.31
H -1.81 -1.26 -0.31
H -1.62 -0.09 1.00
B 0.34 2.83 -2.65
H 0.83 2.15 -3.34
H -0.70 2.63 -2.48
H 0.86 2.82 -1.70
H 0.32 3.87 -2.94
C -2.51 -2.61 2.93
C -1.79 -2.22 4.27
C -0.41 -1.60 3.95
S 0.24 -2.57 2.50
O 1.33 -3.52 2.83
O 0.44 -1.49 1.54
C -1.36 -3.36 2.18
H -2.79 -1.74 2.33
H -3.46 -3.07 3.20
H -1.82 -3.20 4.76
H -2.32 -1.44 4.80
H 0.33 -1.50 4.74
H -0.40 -0.58 3.56
H -1.38 -4.35 2.63
H -1.50 -3.41 1.10
C -4.97 0.86 -2.76
C -5.17 -0.70 -2.59
C -3.86 -1.42 -2.83
S -2.72 -0.40 -3.74
O -2.95 -0.40 -5.19
O -1.42 -0.66 -3.05
C -3.55 1.21 -3.16
H -5.22 1.52 -1.92
H -5.65 1.23 -3.53
H -5.89 -0.98 -3.36
H -5.82 -0.93 -1.75
H -3.87 -2.51 -2.93
H -3.45 -1.36 -1.82
H -3.44 1.99 -3.91
H -3.13 1.56 -2.21
C 4.99 2.51 2.21
C 3.66 3.02 2.85
C 3.07 1.82 3.62
S 3.29 0.37 2.48
O 2.20 0.37 1.47
O 3.58 -0.88 3.16
C 4.82 1.06 1.67
H 5.70 2.51 3.04
H 5.49 3.19 1.51
H 2.95 3.36 2.10
H 3.82 3.83 3.56
H 2.09 1.88 4.09
H 3.85 1.48 4.31
H 4.67 1.06 0.59
H 5.55 0.33 2.02

Calculated values
multiplicity = 2
HOMO-LUMO gap (alpha / beta) = 5.97 / 4.50 eV
HOMO level (alpha / beta) = -2.1670 / -2.0988 eV
expectation value of S² = 0.757
maximum force = 5.46 eV Å⁻¹
charge = -2

Entry 3:
Below is C12H40BBaNO19P4 as an isolated structure, with properties calculated with ωB97M-V/def2-TZVPD.

Geometry (Å):
Ba 9.23 17.63 -13.77
B 7.46 17.26 -15.98
H 7.42 18.21 -15.47
H 6.72 17.16 -16.75
H 8.43 17.23 -16.45
H 7.41 16.47 -15.25
N 8.33 18.65 -10.67
O 7.68 19.10 -9.73
O 7.81 17.83 -11.43
O 9.49 18.97 -10.98
C 11.41 18.98 -18.46
O 12.27 18.82 -17.30
P 12.23 19.78 -15.95
O 11.17 19.40 -14.99
O 12.29 21.33 -16.45
C 12.41 22.34 -15.46
O 13.68 19.61 -15.37
C 14.18 18.29 -15.19
H 10.51 18.39 -18.31
H 11.93 18.56 -19.33
H 10.98 19.97 -18.58
H 13.41 22.78 -15.54
H 12.30 22.00 -14.43
H 11.67 23.12 -15.61
H 14.70 18.18 -14.23
H 14.85 18.28 -16.05
H 13.50 17.45 -15.32
C 7.37 22.07 -15.91
O 7.98 22.52 -14.73
P 7.96 21.53 -13.40
O 8.50 20.18 -13.65
O 8.84 22.40 -12.34
C 10.23 22.33 -12.26
O 6.48 21.75 -12.86
C 5.87 20.99 -11.81
H 6.38 22.51 -16.01
H 6.99 21.05 -15.76
H 7.87 22.07 -16.87
H 10.72 22.87 -13.07
H 10.62 21.31 -12.15
H 10.45 22.87 -11.34
H 4.90 21.17 -11.36
H 6.60 21.25 -11.03
H 6.05 19.91 -11.81
C 7.61 13.44 -12.89
O 8.24 13.32 -11.61
P 9.63 14.14 -11.37
O 9.74 15.53 -11.94
O 10.73 13.15 -12.02
C 12.19 13.28 -11.83
O 9.98 14.11 -9.77
C 9.85 12.97 -8.96
H 7.91 12.61 -13.53
H 7.73 14.37 -13.45
H 6.56 13.19 -12.72
H 12.81 12.97 -12.67
H 12.41 12.68 -10.95
H 12.53 14.29 -11.57
H 10.78 12.44 -8.73
H 9.12 12.40 -9.54
H 9.50 13.31 -7.99
C 8.42 13.87 -17.25
O 9.83 13.84 -17.44
P 10.77 14.31 -16.19
O 10.34 15.58 -15.53
O 10.73 13.01 -15.22
C 11.12 11.72 -15.62
O 12.20 14.25 -16.85
C 12.69 15.09 -17.84
H 8.05 12.98 -16.74
H 7.86 13.92 -18.18
H 8.08 14.69 -16.61
H 10.21 11.13 -15.73
H 11.82 11.22 -14.94
H 11.73 11.83 -16.51
H 12.77 14.58 -18.80
H 13.67 15.46 -17.52
H 12.00 15.91 -18.07

Calculated values
HOMO-LUMO gap = 8.32 eV
HOMO level = -8.1643 eV
maximum force = 4.51 eV Å⁻¹

Asked for E across the records above, the calculation gives -4216.6009, -2468.4382, -3381.5177 a.u. in order.